(1)
# C28H47BrClF9N5O3

2 unconnected molecules or ions with the total composition C28H47BrClF9N5O3 (the ωB97M-V functional and the def2-TZVPD basis, OMol25).

Geometry as ORCA input:
```
! RIJCOSX wB97M-V def2-TZVPD def2/J DEFGRID3
* xyz 1 1
H -2.07 1.91 -1.74
C -1.52 1.59 -4.15
H -1.74 -0.24 3.46
H -0.93 -2.87 -1.90
C -1.77 3.24 2.45
H -2.63 -2.47 3.90
C 3.34 -3.25 1.77
F -2.19 2.73 -3.81
H 2.55 -3.34 2.50
H 1.33 4.16 -0.03
H 2.18 2.75 0.50
C -1.40 -2.10 -1.29
H 2.77 -4.85 0.50
O 0.53 -3.34 5.02
H -0.71 -0.85 2.16
H -2.62 -3.55 -0.34
F -1.78 -0.05 -5.88
C 2.91 -3.78 0.41
C -1.27 4.16 -0.95
H 2.96 -1.85 -1.26
H 1.94 2.47 -2.33
N 0.89 -2.62 7.14
C -0.66 3.70 1.50
C -1.86 1.27 -5.64
H -1.57 5.08 -0.47
H 4.07 2.53 -0.48
C 1.93 -2.16 -1.30
H 0.78 -4.59 6.61
H -1.46 -3.21 2.80
C -0.39 -1.02 -0.93
H -0.46 4.36 -1.64
F -3.16 1.64 -5.83
H 1.01 -3.94 -0.51
H 1.13 -4.03 8.67
H 4.18 2.16 -2.17
F 0.19 1.45 -6.75
H 1.61 -1.01 6.01
C -1.20 -1.11 3.09
C 1.12 -2.95 8.54
Br 2.35 0.11 0.69
F -0.63 2.10 -9.01
H 1.84 -2.76 -2.20
C -1.64 2.09 -8.10
N 1.44 0.37 -0.98
C 0.28 1.13 -0.75
C 3.83 2.90 -1.47
C 1.62 -3.13 -0.13
H -1.65 2.17 2.62
C 1.58 3.14 -0.30
H 1.90 -0.72 -3.33
H -2.27 -1.71 -1.81
F -0.86 3.32 -6.23
H 4.18 -3.84 2.12
H -3.02 0.30 -3.52
N -0.82 0.39 -0.97
F -0.20 1.87 -4.02
C 0.98 -0.97 -1.54
H 0.32 -2.53 9.16
N 0.95 -0.65 -2.98
F -2.42 1.02 -8.33
O -2.64 -1.77 0.67
H 0.29 3.39 1.93
C 2.34 3.19 -1.64
H 1.16 -2.61 0.70
H 0.98 -0.59 7.62
C -1.96 0.85 -1.78
H -2.11 3.84 -1.54
C -1.98 0.46 -3.25
H -1.48 -0.45 -3.49
H -1.72 2.44 0.20
N 0.33 2.37 -0.35
O -4.31 -2.50 2.02
H -0.43 -1.31 3.81
H -2.85 0.46 -1.31
H -1.12 -3.19 0.54
F -2.37 3.22 -8.26
Cl 4.81 4.38 -1.66
H 2.07 -2.54 8.87
C -3.12 -2.23 1.89
C -2.09 -2.34 2.98
H 2.27 4.18 -2.07
C -1.01 2.05 -6.66
C 0.83 -1.22 6.75
C 0.73 -3.56 6.21
C -0.87 3.10 0.10
H -1.64 3.73 3.40
H -0.72 4.78 1.43
H -0.13 -1.00 6.30
H -2.75 3.44 2.04
H 0.45 -1.40 -3.45
H -0.21 -1.18 0.13
C -1.93 -2.77 -0.05
H 3.74 -3.64 -0.28
H 3.67 -2.22 1.69
*
```

As for the total energy: -150407.83929 eV.

---

(2)
# C3H5NO

C3H5NO in the gas phase (the ωB97M-V functional and the def2-TZVPD basis, OMol25).

Geometry as ORCA input:
```
! RIJCOSX wB97M-V def2-TZVPD def2/J DEFGRID3
* xyz 0 1
H 1.56 -0.92 -0.34
H -0.88 -1.96 -0.02
H 0.67 1.72 0.52
O -2.14 0.91 -0.37
C -0.65 -0.93 0.20
H 0.57 -0.74 1.21
C -1.09 0.35 -0.14
N 0.86 -0.45 0.26
H 0.73 1.12 -1.17
C 0.38 0.91 -0.15
*
```

The value obtained for the relative energy (zero: lowest compared OMol25 entry of this formula, charge and spin) is 83.87 kcal/mol. As for the total energy: -6725.93556 eV. The structure (SMILES) is [O-]C1=C[NH2+]C1.

---

(3)
# CH3BrO3P

A molecular structure, CH3BrO3P (the ωB97M-V functional and the def2-TZVPD basis, OMol25).

Geometry as ORCA input:
```
! RIJCOSX wB97M-V def2-TZVPD def2/J DEFGRID3
* xyz -1 1
O -2.58 -0.53 0.11
O -2.17 1.76 -1.20
H -0.20 -1.10 -0.01
H 0.46 0.36 0.80
O -1.84 1.65 1.39
C -0.15 0.00 -0.07
H 0.07 0.42 -0.98
Br -4.35 -0.43 0.05
P -1.79 1.00 0.06
*
```

The value obtained for the relative energy (zero: lowest compared OMol25 entry of this formula, charge and spin) is 9.81 kcal/mol. As for the total energy: -86562.01992 eV.

---

(4)
# C5H10N2O3

C5H10N2O3 in the gas phase (the ωB97M-V functional and the def2-TZVPD basis, OMol25).

Geometry as ORCA input:
```
! RIJCOSX wB97M-V def2-TZVPD def2/J DEFGRID3
* xyz 0 1
O 0.09 -0.79 -2.56
H 2.27 -0.12 1.07
H -1.42 -1.83 0.25
N -1.28 -1.01 -2.24
N 0.45 0.00 -1.33
H -0.26 2.59 1.26
C -0.40 -1.87 0.17
H 1.96 1.51 0.54
H -1.81 1.66 0.61
H -0.34 -0.11 1.79
C 0.09 0.47 0.94
H -0.20 -2.53 -0.68
C -0.13 -0.45 -0.25
H -0.03 -2.15 1.13
O -1.80 -1.78 -2.97
H 1.42 1.04 2.33
C -0.70 1.77 0.64
H -0.48 1.93 -0.37
O 1.04 1.00 -1.58
C 1.52 0.68 1.25
*
```

The value obtained for the relative energy (zero: lowest compared OMol25 entry of this formula, charge and spin) is 205.26 kcal/mol. As for the total energy: -14462.25065 eV. The structure (SMILES) is C/C(C(C)C)=[N+](/[O-])ON=O.

---

(5)
# C26H34As2N4O2PdS

A molecular structure, C26H34As2N4O2PdS (the ωB97M-V functional and the def2-TZVPD basis, OMol25).

Geometry as ORCA input:
```
! RIJCOSX wB97M-V def2-TZVPD def2/J DEFGRID3
* xyz 0 1
C 2.60 1.48 -1.90
H 6.07 -1.77 0.15
C 3.72 3.01 0.39
C -6.13 -1.06 0.33
H -2.40 -5.20 -0.40
C -0.41 3.25 0.21
H -4.53 -2.86 2.73
H 1.44 1.71 2.84
H 4.76 -2.71 -3.25
H 1.87 0.77 -2.28
C 1.09 4.36 -1.31
C 0.84 3.35 -0.39
H 3.95 3.68 -0.43
C -5.09 -0.19 0.01
C 0.10 -3.20 -1.41
C 2.50 -1.01 0.31
C -1.06 -2.36 0.36
H 4.61 -3.79 0.29
N -0.11 -2.18 -0.59
C -3.88 -0.28 0.67
As -0.77 1.83 1.54
C -1.70 -4.37 -0.46
H -2.00 5.73 -1.49
H -3.07 0.38 0.40
N -1.05 -1.39 1.30
C 0.51 2.26 2.96
H -3.21 2.60 1.94
C -5.93 -2.03 1.32
N -1.92 -3.38 0.39
C -4.72 -2.11 1.98
H 3.42 -4.12 -0.97
H 0.29 6.02 -2.40
C 5.76 -1.56 -0.88
C 4.08 -2.08 -2.67
H 6.52 -1.94 -1.56
C -2.26 2.75 2.44
As 2.13 1.92 -0.05
O -1.87 -0.16 3.23
H 2.08 4.47 -1.75
H -7.37 -0.46 -1.18
H 3.52 3.58 1.29
C 4.40 -3.68 -0.78
C -0.65 -4.36 -1.36
H 3.58 1.00 -1.91
N -7.36 -0.95 -0.30
H -2.33 2.32 3.43
C 0.08 5.24 -1.69
H 5.16 -4.23 -1.34
H 4.57 2.34 0.57
H -6.73 -2.72 1.56
C -1.43 4.10 -0.21
H 0.04 1.92 3.89
C 4.40 -2.20 -1.17
H -2.02 3.81 2.49
C -1.19 5.08 -1.16
Pd 0.66 -0.19 0.68
H -0.46 -5.20 -2.02
H -7.97 -1.75 -0.27
S -2.14 -1.39 2.50
H -2.43 3.99 0.20
H 5.70 -0.48 -0.99
H 4.20 -1.05 -3.02
H -5.23 0.55 -0.77
C 3.35 -1.50 -0.41
C -3.70 -1.23 1.67
H 2.62 2.37 -2.53
H 0.70 3.33 3.01
O -2.18 -2.59 3.28
H 0.88 -3.07 -2.14
H 3.06 -2.39 -2.88
*
```

The value obtained for the relative energy (zero: lowest compared OMol25 entry of this formula, charge and spin) is 58.24 kcal/mol. As for the total energy: -173558.08315 eV.

---

(6)
# C24H42O17S2

7 unconnected molecules or ions with the total composition C24H42O17S2 (the ωB97M-V functional and the def2-TZVPD basis, OMol25).

Geometry as ORCA input:
```
! RIJCOSX wB97M-V def2-TZVPD def2/J DEFGRID3
* xyz 0 1
C 5.83 5.35 -0.28
H -1.72 0.43 2.70
H 3.96 0.67 6.15
C 2.71 -2.46 -1.06
H 3.62 -1.52 6.95
C 0.20 5.06 -4.00
H 1.05 4.38 -3.98
H 0.68 -3.25 -1.09
H -0.41 -3.36 -6.02
C 3.00 -1.21 6.11
O 3.89 -0.51 -0.61
C -8.31 -5.16 -0.90
O 6.99 4.96 -0.79
H 2.85 -2.80 -2.08
C 7.50 3.96 0.01
C 1.56 -3.30 -0.44
C -8.87 -6.38 -0.08
H -1.87 -2.59 -6.61
O 5.62 4.92 0.99
C 4.53 -1.54 -0.06
C 0.40 -1.78 -8.49
H -1.93 6.36 -2.74
C -4.59 1.63 1.64
S -1.29 4.06 -3.41
C 1.65 -2.94 5.52
H -9.46 -3.50 -1.10
H 2.16 -0.52 -1.79
H 1.23 0.01 6.31
O -3.32 2.18 5.92
H 2.06 -0.63 -0.01
H -4.21 1.24 0.69
O -4.24 1.36 3.99
C 1.59 -0.95 6.68
H 0.93 -1.08 -9.14
H 1.83 -4.35 -0.36
H 6.41 3.16 1.72
C 6.71 4.14 1.35
H -9.01 -3.82 0.65
O 5.61 -1.43 0.39
O 0.86 -2.07 6.22
H 7.27 2.99 -0.44
H 0.23 5.93 -3.34
S 0.17 -1.06 -6.73
O 1.26 -4.05 5.14
H 1.71 -0.81 7.75
C -3.23 1.72 4.79
H -3.16 5.14 -2.48
C -2.31 1.35 2.80
O -6.92 -5.21 -0.82
H 9.21 5.18 0.37
O 2.79 -2.34 5.22
H 7.32 4.58 2.14
H -3.91 -0.12 2.80
H -5.66 1.45 1.70
O 3.84 -2.69 -0.22
C -8.68 -3.78 -0.39
C 2.60 -0.97 -0.90
H -8.61 -7.34 -0.51
C -0.94 -2.41 -6.07
C 3.60 0.04 5.34
H -2.10 2.06 2.01
C -2.42 5.49 -3.20
H -8.54 -6.37 0.96
O -7.42 -3.19 -0.26
H 0.83 -2.78 -8.57
H 2.87 0.54 4.72
H 0.05 5.35 -5.04
H -8.50 -5.28 -1.96
O 1.51 -1.26 -6.03
C -3.75 0.96 2.74
H -1.23 -2.15 -5.05
H -2.95 5.86 -4.07
H -9.94 -6.40 0.10
H -0.67 -1.85 -8.71
H 9.54 3.87 -0.81
O -5.24 -3.73 -0.42
H 4.43 -0.41 4.79
O -0.86 3.62 -2.02
C -6.41 -3.99 -0.54
O -2.09 1.77 4.11
H -4.44 2.71 1.55
H 1.17 -2.88 0.48
C 9.00 4.15 0.10
H 9.39 3.47 0.86
O 5.00 6.11 -0.85
*
```

The value obtained for the relative energy (zero: lowest compared OMol25 entry of this formula, charge and spin) is 89.49 kcal/mol. As for the total energy: -82043.64556 eV.